DFT (ωB97M-V/def2-TZVPD) results for a molecular structure, C42H46BiF2N4O2.

For the gap between HOMO and LUMO, the calculation gives 6.757 eV. As for the multiplicity: 1. Its charge is -1.

The geometry in XYZ format:
```
97
C42H46BiF2N4O2 | the Open Molecules 2025 dataset | ωB97M-V/def2-TZVPD
Bi 0.320 1.373 0.758
C 3.857 -1.011 2.484
C 3.957 -0.829 0.997
C 4.515 -1.827 0.212
C 4.594 -1.696 -1.164
C 4.086 -0.556 -1.759
C 3.516 0.459 -1.007
C 2.961 1.671 -1.683
C 3.462 0.338 0.389
N 2.813 1.291 1.158
C 3.365 1.886 2.206
O 4.563 2.031 2.448
C 2.347 2.363 3.222
C 2.745 2.842 4.470
C 1.775 3.107 5.425
C 0.445 2.844 5.132
C 0.131 2.349 3.869
N 1.070 2.144 2.966
C -1.259 1.881 3.542
O -2.157 2.039 4.362
N -1.374 1.252 2.365
C -2.484 0.422 2.155
C -2.682 -0.681 3.001
C -1.735 -0.971 4.126
C -3.788 -1.494 2.802
C -4.680 -1.239 1.777
C -4.457 -0.173 0.923
C -3.366 0.664 1.096
C -3.140 1.823 0.181
H 3.915 -2.068 2.739
H 4.662 -0.477 2.991
H 2.915 -0.605 2.855
H 4.889 -2.724 0.689
H 5.047 -2.477 -1.762
H 4.133 -0.435 -2.831
H 3.567 1.941 -2.546
H 1.949 1.468 -2.029
H 2.922 2.504 -0.988
H 3.798 2.972 4.666
H 2.055 3.487 6.400
H -0.348 2.983 5.850
H -0.720 -0.662 3.873
H -2.042 -0.404 5.005
H -1.740 -2.031 4.372
H -3.951 -2.333 3.467
H -5.548 -1.870 1.646
H -5.152 0.027 0.119
H -4.055 2.079 -0.349
H -2.803 2.682 0.754
H -2.375 1.567 -0.550
C -1.677 -0.025 -6.022
C -1.280 0.752 -4.796
C -0.985 2.103 -4.880
C -0.616 2.775 -3.721
C -0.327 4.250 -3.772
C -0.507 2.085 -2.530
C -0.761 0.700 -2.395
C -1.193 0.082 -3.591
N -0.584 0.121 -1.184
C -0.577 -1.324 -1.000
C 0.474 -1.992 -1.911
C 0.496 -3.503 -1.705
C 0.897 -3.816 -0.267
C -0.129 -3.186 0.671
C -1.502 -3.793 0.409
C -1.906 -3.475 -1.026
C -0.889 -4.079 -1.995
C -1.971 -1.961 -1.203
C -0.161 -1.674 0.443
H -1.825 0.637 -6.874
H -2.601 -0.577 -5.842
H -0.904 -0.752 -6.278
H -1.047 2.626 -5.825
H -0.199 4.573 -4.805
H 0.576 4.485 -3.211
H -1.150 4.817 -3.332
H -0.186 2.623 -1.654
H -1.459 -0.960 -3.622
H 1.452 -1.565 -1.671
H 0.276 -1.770 -2.958
H 1.227 -3.946 -2.393
H 1.888 -3.403 -0.065
H 0.934 -4.897 -0.112
H 0.160 -3.375 1.712
H -2.239 -3.378 1.100
H -1.461 -4.876 0.555
H -2.897 -3.901 -1.231
H -1.177 -3.854 -3.025
H -0.872 -5.168 -1.882
H -2.656 -1.532 -0.469
H -2.372 -1.734 -2.188
H 0.843 -1.289 0.630
H -0.861 -1.215 1.143
F 0.883 4.444 -0.038
C -0.174 3.746 0.474
F -0.441 4.327 1.683
H -1.037 3.950 -0.172
```